Formula: C5H12N2O
Source: the OMol25 dataset
Level of theory: ωB97M-V/def2-TZVPD

Molar mass   116.2 g/mol
ΔE to the lowest compared entry with this formula, charge and spin   281.75 kcal per mole
Gap between HOMO and LUMO   4.325 eV
Multiplicity   1
DFT total energy   -10396.206 eV

Each line ends with the Löwdin charge.
CARTESIAN COORDINATES (ANGSTROEM)
O (2.3229, 1.0479, 0.4806)  0.0125
N (-2.9642, 0.1706, 0.5752)  0.0161
N (0.2441, -0.8489, -0.3629)  -0.0641
C (0.0977, -0.9468, 1.1062)  -0.0277
C (-0.8608, -0.0333, -0.8727)  -0.2248
C (-0.5879, 1.5203, -0.8661)  -0.0452
C (2.2242, 0.2690, -0.5016)  -0.2531
C (1.5445, -0.6620, -1.0086)  -0.0147
H (-0.3560, -0.0178, 1.4092)  0.0817
H (-1.3339, 2.0490, -1.4460)  0.0698
H (4.5828, -1.8304, -0.1525)  0.0069
H (0.5085, 1.6742, -1.1245)  0.0765
H (-0.8467, 1.9185, 0.1962)  0.1028
H (4.9228, -1.7022, 0.4875)  0.0185
H (0.9778, -1.1045, 1.7823)  0.1171
H (-0.5853, -1.7615, 1.3002)  0.0931
H (-1.7701, -0.1051, -0.1427)  -0.0073
H (-1.1276, -0.2636, -1.8873)  0.1075
H (-3.6631, -0.4639, 0.7407)  -0.0656
H (-3.3296, 1.0904, 0.2869)  0.0000

Formula: C28H30N2O5
Source: the OMol25 dataset
Level of theory: ωB97M-V/def2-TZVPD

Molar mass   474.6 g/mol
ΔE to the lowest compared entry with this formula, charge and spin   4.20 kcal per mole
Gap between HOMO and LUMO   8.357 eV
SMILES string   CCOc1ccc(NC(=O)COc2ccc(C(=O)N[C@@H]3CCCc4ccccc43)cc2OC)cc1
Multiplicity   1
DFT total energy   -42741.328 eV

Each line ends with the Löwdin charge.
CARTESIAN COORDINATES (ANGSTROEM)
O (2.1594, -3.6027, 1.0414)  -0.0388
O (4.8275, 3.9068, -0.3838)  -0.0556
O (-3.2863, -0.9934, -0.9731)  0.0895
O (1.5824, -2.3510, -1.4805)  -0.1142
O (4.5438, -2.5258, -1.4164)  0.0742
N (-3.4916, -0.6909, 1.2583)  0.1024
N (3.6485, -1.4635, 0.4023)  0.1471
C (-7.1328, -0.0590, 0.4592)  -0.1871
C (-5.6180, 1.6576, -0.5667)  -0.1677
C (0.0124, -3.0656, 1.7295)  0.0066
C (-1.5428, -1.8112, 0.4144)  -0.1278
C (-6.8810, 0.8597, -0.7295)  -0.1448
C (4.7423, 0.3249, -0.8696)  -0.0005
C (-4.6120, 1.2663, 0.3117)  -0.1321
C (-5.8788, -0.8797, 0.7220)  -0.1442
C (4.4716, 4.9248, 0.5279)  -0.2523
C (0.9635, -3.0176, 0.7154)  -0.1871
C (-5.4365, 2.8049, -1.3310)  -0.0387
C (3.7356, 2.1663, 0.9534)  -0.0248
C (5.0062, 1.6684, -1.0181)  0.0079
C (-2.8497, -1.1380, 0.1526)  -0.4449
C (-1.2276, -2.4737, 1.5933)  -0.0348
C (3.8629, -2.5215, -0.4164)  -0.4643
C (3.4673, 0.8170, 1.1003)  -0.0190
C (-0.6076, -1.7804, -0.6153)  0.0605
C (5.3752, 4.9569, 1.7576)  -0.0649
C (1.3638, -1.5648, -2.6280)  -0.0501
C (-4.7495, 0.0403, 1.1919)  -0.2453
C (-3.2868, 3.1707, -0.3540)  -0.0838
C (0.6417, -2.3683, -0.4926)  -0.1738
C (-3.4587, 2.0362, 0.4143)  -0.0348
C (4.5114, 2.6094, -0.1125)  -0.2739
C (3.1755, -3.8012, 0.0823)  -0.0783
C (-4.2828, 3.5577, -1.2340)  -0.0867
C (3.9652, -0.1160, 0.1990)  -0.2205
H (5.2961, 4.0312, 2.3224)  0.0661
H (-7.3775, 0.5350, 1.3437)  0.1187
H (-5.5622, -1.3685, -0.1998)  0.1161
H (4.5902, 5.8507, -0.0420)  0.1224
H (6.4099, 5.0821, 1.4491)  0.0792
H (-6.0605, -1.6468, 1.4780)  0.1171
H (3.0854, -1.6476, 1.2236)  0.1416
H (-7.7262, 1.5363, -0.8774)  0.1164
H (-6.7839, 0.2525, -1.6350)  0.1288
H (3.3255, 2.8542, 1.6759)  0.1042
H (-2.3801, 3.7510, -0.2659)  0.0994
H (-2.6798, 1.7346, 1.1012)  0.1136
H (1.1756, -0.5195, -2.3658)  0.1052
H (5.0938, 5.7882, 2.3984)  0.0760
H (-1.9420, -2.5661, 2.3973)  0.1091
H (0.2811, -3.5850, 2.6362)  0.1225
H (-4.9668, 0.3800, 2.2140)  0.1597
H (-7.9780, -0.7172, 0.2502)  0.1109
H (5.1295, -0.3907, -1.5750)  0.1033
H (5.6041, 2.0220, -1.8428)  0.1198
H (2.8139, -4.3538, -0.7895)  0.1422
H (-4.1602, 4.4432, -1.8402)  0.0997
H (0.5337, -1.9508, -3.2264)  0.1008
H (-0.8949, -1.2782, -1.5250)  0.1182
H (-3.0487, -0.7969, 2.1544)  0.1291
H (3.9246, -4.4144, 0.5948)  0.1434
H (3.4175, 4.8348, 0.8197)  0.1144
H (2.2908, -1.6367, -3.1948)  0.0998
H (2.8582, 0.4870, 1.9312)  0.1135
H (-6.2171, 3.1049, -2.0162)  0.1115

Formula: C3H5CsO3
Source: the OMol25 dataset
Level of theory: ωB97M-V/def2-TZVPD

Molar mass   222.0 g/mol
ΔE to the lowest compared entry with this formula, charge and spin   70.09 kcal per mole
Gap between HOMO and LUMO   4.740 eV
Multiplicity   1
DFT total energy   -9878.241 eV

Each line ends with the Löwdin charge.
CARTESIAN COORDINATES (ANGSTROEM)
Cs (1.3775, -2.7377, 0.8166)  0.9267
O (0.2434, 1.2570, 0.5868)  -0.1194
O (-0.9166, -1.5979, -0.6834)  -0.3436
O (2.3055, 1.3701, 1.0455)  0.0077
C (-0.9504, -0.1696, -1.0128)  -0.3483
C (-1.0524, 0.6219, 0.2417)  -0.1864
C (1.2863, 0.5489, 0.7825)  -0.3391
H (-1.8619, -0.0093, -1.6120)  0.0950
H (3.0902, 0.8345, 1.2043)  0.0705
H (-1.6902, -1.6290, -0.0196)  0.0876
H (-1.7567, 1.4581, 0.3010)  0.0464
H (-0.0748, 0.0530, -1.6505)  0.1029

Formula: C6H11BO3
Source: the OMol25 dataset
Level of theory: ωB97M-V/def2-TZVPD

Molar mass   142.0 g/mol
ΔE to the lowest compared entry with this formula, charge and spin   14.58 kcal per mole
Gap between HOMO and LUMO   9.672 eV
SMILES string   O=CCCC/C=C\B(O)O
Multiplicity   1
DFT total energy   -13219.818 eV

Each line ends with the Löwdin charge.
CARTESIAN COORDINATES (ANGSTROEM)
O (-1.0768, -1.4722, -2.5830)  0.1916
O (-1.6031, -2.8089, -0.7162)  0.2043
O (1.1195, 3.8710, -0.0812)  0.0527
C (-0.1256, 1.7994, 0.2885)  -0.1778
C (0.0288, -0.4816, 1.2581)  -0.2092
C (0.1911, 1.0719, 1.5613)  -0.2172
C (0.5843, -1.4994, -0.8372)  -0.0025
C (1.1292, 2.6688, -0.0077)  -0.2617
C (1.0591, -1.0082, 0.3147)  -0.1356
B (-0.7989, -1.9992, -1.3726)  -0.7646
H (2.0095, 1.9891, 0.0550)  0.1196
H (2.2185, -0.8279, 0.4630)  0.1511
H (-0.9793, 2.4407, 0.4641)  0.1051
H (-0.4895, 1.4053, 2.3123)  0.0957
H (-1.8384, -1.3127, -3.1003)  0.0884
H (-0.0831, -1.0193, 2.2851)  0.1375
H (-0.3580, 1.1054, -0.6298)  0.1478
H (1.3909, -1.8524, -1.5261)  0.1070
H (-1.0112, -0.5212, 0.8704)  0.1084
H (-2.5552, -2.9162, -0.9713)  0.1449
H (1.1883, 1.3677, 1.9530)  0.1145

Results for HOMO level: -7.67 -7.91 -5.46 -9.50 (in eV, following the order of the records).